# 1
DFT (ωB97M-V/def2-TZVPD) results for a molecular structure, C25H28EuF5O2 in a non-equilibrium geometry.

Values from the calculation:
Energy relative to the best compared isomer or geometry (same formula, charge and spin) ... 0.0 kcal per mole
Spin multiplicity ... 8
Molar mass ... 607.45 g/mol
HOMO (alpha / beta) ... -3.2 / -3.9 eV
Net charge ... -1
Orbital gap (alpha / beta) ... 5.18 / 5.88 eV

Geometry as XYZ:
```
61
Properties=species:S:1:pos:R:3:forces:R:3:mulliken_spin:R:1
O 3.750750 4.778171 -3.222852 0.27 1.48 -1.82 0.000
C 3.290519 5.432332 -4.488745 -0.51 -0.24 0.06 0.000
C 4.637177 6.073977 -4.791752 -0.66 -0.45 0.41 0.000
H 2.486747 6.158391 -4.276165 0.18 -0.44 -0.10 0.000
H 2.974001 4.711057 -5.263496 0.03 0.27 0.61 0.000
C 5.039046 5.419363 -3.453850 0.89 0.38 -0.10 0.000
H 4.577756 7.166730 -4.812448 0.40 -0.27 -0.07 0.000
H 5.099869 5.627239 -5.678699 0.12 0.41 0.24 0.000
C 5.389039 6.426639 -2.379921 0.08 -0.07 0.24 0.000
H 4.594722 7.162119 -2.199243 0.10 -0.23 -0.16 0.000
H 6.299726 6.955299 -2.683001 -0.11 -0.01 0.10 0.000
H 5.593661 5.897568 -1.446410 -0.04 0.12 0.06 0.000
C 6.122939 4.381169 -3.613268 0.12 -0.10 0.18 0.000
H 5.836714 3.601720 -4.326095 -0.02 0.17 0.04 0.000
H 6.304097 3.912520 -2.645856 0.13 -0.13 -0.01 0.000
H 7.041461 4.865516 -3.960113 -0.03 -0.13 0.07 0.000
Eu 0.074818 0.797425 -0.166299 -0.20 -1.90 0.27 6.948
C 0.228636 -2.116564 -0.403791 -0.10 -0.02 -0.76 -0.007
C -0.845473 -1.902817 -1.319568 0.76 0.15 0.02 -0.003
C -0.319253 -1.252302 -2.471527 0.29 -0.31 0.28 0.002
H -1.871207 -2.253103 -1.188728 0.35 0.42 0.06 0.004
C 1.099476 -1.149948 -2.312252 -0.28 0.11 0.52 -0.007
C 1.430858 -1.662888 -1.019418 -0.45 0.04 -0.41 0.006
H 2.432651 -1.744346 -0.598665 -0.25 0.05 -0.11 0.003
H 0.146076 -2.589143 0.574447 0.01 0.19 -0.29 0.003
H -0.894398 -0.939299 -3.345888 0.21 -0.19 0.22 0.001
H 1.812622 -0.831146 -3.078420 -0.28 0.00 0.36 0.002
C 0.170595 -0.009151 2.456057 0.65 0.45 0.45 -0.014
C 1.523205 -0.187413 2.056368 -0.30 0.64 0.18 -0.005
C 2.094762 1.102951 1.829256 -0.48 -0.20 0.21 0.004
H 2.041673 -1.141963 1.990776 -0.18 0.26 -0.22 0.004
C 1.104346 2.081353 2.153642 -0.17 -0.49 -0.01 0.002
C -0.085474 1.392698 2.537679 0.67 -0.19 0.02 -0.001
H -1.012526 1.850302 2.880162 0.21 -0.11 -0.21 0.003
H -0.539169 -0.803042 2.675471 0.21 0.24 -0.07 0.003
H 3.116749 1.297740 1.503331 -0.25 -0.01 0.15 0.003
H 1.245081 3.161072 2.153578 -0.04 -0.24 -0.08 0.003
O 0.720695 2.534343 -1.750266 0.76 0.43 -1.07 0.028
C 2.162234 2.258850 -1.891850 -0.08 -0.07 -0.14 0.017
C 2.388490 2.165290 -3.407512 -0.64 -0.36 -0.01 0.009
H 2.446281 1.333406 -1.334412 -0.49 0.53 -0.42 -0.010
H 2.722707 3.104553 -1.445876 -0.27 -0.35 -0.34 0.005
C 1.429544 3.261029 -3.889493 0.63 0.96 0.45 0.001
H 2.031055 1.208090 -3.845239 0.33 0.33 0.64 0.000
H 3.445615 2.303151 -3.661498 -0.34 0.18 -0.05 0.000
C 0.218676 3.139914 -2.991887 -0.27 -0.78 0.37 0.002
H 1.253771 3.295215 -4.971957 -0.27 -0.24 0.33 0.000
H 1.843067 4.220563 -3.583056 -0.06 -0.37 -0.28 -0.001
H -0.532128 2.482824 -3.450522 -0.05 0.03 0.48 -0.001
H -0.233517 4.110657 -2.724408 0.15 -0.45 -0.19 -0.001
F -2.553055 -2.109096 1.725401 -0.28 0.22 -0.13 -0.001
C -3.117179 -0.982433 1.197757 -1.06 1.09 -0.36 0.019
C -2.357397 -0.015794 0.589849 0.46 0.41 -0.41 0.025
C -2.964993 1.102160 0.093083 -1.46 -1.34 0.91 -0.045
F -2.186159 2.103198 -0.491319 -0.28 0.10 -0.09 0.001
C -4.345988 1.310445 0.199112 1.09 0.17 0.06 -0.004
F -4.874502 2.476726 -0.215241 -0.56 0.09 -0.06 0.000
C -5.119862 0.353196 0.852749 0.54 -0.07 0.17 0.003
F -6.416425 0.605172 1.138417 0.07 -0.12 -0.24 0.000
C -4.507499 -0.809221 1.337011 1.03 -0.20 0.20 0.000
F -5.223922 -1.717270 2.036879 -0.31 0.19 -0.16 0.000
```
Positions in Å, forces in eV/Å.

***

# 2
DFT (ωB97M-V/def2-TZVPD) results for a molecular structure, C2H4N2 in a non-equilibrium geometry.

Values from the calculation:
Energy relative to the best compared isomer or geometry (same formula, charge and spin) ... 78.3 kcal per mole
Molar mass ... 56.07 g/mol
HOMO ... -8.6 eV
Net charge ... 0
Orbital gap ... 9.89 eV

Geometry as XYZ:
```
8
Properties=species:S:1:pos:R:3:forces:R:3:nbo_charge:R:1
C 0.053942 0.055524 -0.882010 -1.20 0.02 1.50 -0.087
C 0.967887 0.068434 0.083444 2.15 -1.08 -1.66 -0.155
N -1.054724 0.128608 0.022086 1.72 1.00 -0.09 -0.472
N -0.032286 -0.060962 1.081479 -0.90 -2.20 -0.78 -0.415
H -0.070436 -0.240737 -1.849479 0.16 -0.24 -2.64 0.191
H 2.084395 -0.162203 -0.017734 -1.90 0.74 0.99 0.223
H -1.815049 -0.518756 -0.043051 0.01 -0.77 0.29 0.368
H -0.133729 0.730092 1.605264 -0.03 2.54 2.39 0.347
```
Positions in Å, forces in eV/Å.